# CIO4S

The ion CIO4S with charge -1 in a non-equilibrium geometry (ωB97M-V/def2-TZVPD, the OMol25 dataset).

Geometry as XYZ:
```
7
Properties=species:S:1:pos:R:3:nbo_charge:R:1
O -1.980 -0.497 -1.183 -0.500
C -1.207 0.062 -0.550 0.269
I -1.644 2.183 0.161 -0.205
S 0.643 -0.143 -0.555 2.358
O 1.236 0.730 0.383 -0.972
O 0.601 0.272 -1.922 -0.968
O 0.997 -1.534 -0.285 -0.982
```

Values from the calculation:
* charge: -1
* structure (SMILES): O=C(I)S(=O)(=O)[O-]
* relative energy (zero: lowest compared OMol25 entry of this formula, charge and spin): 0.00 kcal per mole
* strongest force on any atom: 2.7 eV/A
* HOMO level: -5.5 eV
* Kohn-Sham gap: 0.3100 hartree
* E_LUMO: 2.979 eV


# CIOS

A structure of composition CIOS in a non-equilibrium geometry (ωB97M-V/def2-TZVPD, the OMol25 dataset).

Geometry as XYZ:
```
4
Properties=species:S:1:pos:R:3:nbo_charge:R:1
C 0.166 -0.038 -0.049 0.024
O 0.885 -1.274 -0.014 -0.722
S 0.936 1.396 0.023 -0.242
I -1.987 -0.084 0.040 -0.060
```

Values from the calculation:
* charge: -1
* relative energy (zero: lowest compared OMol25 entry of this formula, charge and spin): 51.29 kcal per mole
* strongest force on any atom: 8.6 eV/A
* HOMO level: -3.8 eV
* Kohn-Sham gap: 0.2552 hartree
* E_LUMO: 3.139 eV


# CLiO2Tl

A structure of composition CLiO2Tl in a non-equilibrium geometry (ωB97M-V/def2-TZVPD, the OMol25 dataset).

Geometry as XYZ:
```
5
Properties=species:S:1:pos:R:3:mulliken_charge:R:1
O -0.645 -0.438 -0.409 -1.093
Tl -0.521 0.935 1.119 0.352
Li -2.379 -0.696 -0.592 0.802
C 1.737 -0.282 -0.476 0.163
O 1.808 0.482 0.358 -0.223
```

Values from the calculation:
* charge: 0
* relative energy (zero: lowest compared OMol25 entry of this formula, charge and spin): 8.63 kcal per mole
* strongest force on any atom: 1.7 eV/A
* HOMO level: -7.4 eV
* Kohn-Sham gap: 0.2419 hartree
* E_LUMO: -0.794 eV


# CN2O2S

The molecule CN2O2S in a non-equilibrium geometry (ωB97M-V/def2-TZVPD, the OMol25 dataset).

Geometry as XYZ:
```
6
Properties=species:S:1:pos:R:3:nbo_charge:R:1
S 1.998 0.011 0.004 -0.068
C 0.311 0.045 0.002 0.420
O -0.574 1.120 -0.025 -0.322
N -1.889 0.549 0.035 0.147
N -1.798 -0.654 -0.016 0.134
O -0.430 -1.085 -0.002 -0.311
```

Values from the calculation:
* charge: 0
* structure (SMILES): S=c1onno1
* relative energy (zero: lowest compared OMol25 entry of this formula, charge and spin): 81.76 kcal per mole
* strongest force on any atom: 2.9 eV/A
* HOMO level: -9.7 eV
* Kohn-Sham gap: 0.3517 hartree
* E_LUMO: -0.139 eV


# CN2O3

The molecule CN2O3 in a non-equilibrium geometry (ωB97M-V/def2-TZVPD, the OMol25 dataset).

Geometry as XYZ:
```
6
Properties=species:S:1:pos:R:3:nbo_charge:R:1
N 1.411 1.748 0.276 -0.300
C 0.862 1.038 -0.439 0.488
O 0.278 0.275 -1.256 -0.211
O -0.733 -0.708 -0.578 -0.064
N -0.531 -0.805 0.731 0.334
O -1.287 -1.548 1.266 -0.247
```

Values from the calculation:
* charge: 0
* structure (SMILES): N#COON=O
* relative energy (zero: lowest compared OMol25 entry of this formula, charge and spin): 144.77 kcal per mole
* strongest force on any atom: 2.4 eV/A
* HOMO level: -11.6 eV
* Kohn-Sham gap: 0.3423 hartree
* E_LUMO: -2.291 eV


# CN2O5P

The ion CN2O5P with charge -1 in a non-equilibrium geometry (ωB97M-V/def2-TZVPD, the OMol25 dataset).

Geometry as XYZ:
```
9
Properties=species:S:1:pos:R:3:nbo_charge:R:1
N -2.869 1.500 -0.042 -0.332
C -1.962 0.804 0.006 -0.107
P -0.785 -0.555 0.019 2.259
O -0.877 -1.311 1.269 -1.072
O -0.652 -1.100 -1.334 -1.074
O 0.697 0.727 0.221 -0.553
N 1.822 0.138 0.009 0.736
O 1.852 -1.060 0.027 -0.414
O 2.774 0.856 -0.175 -0.444
```

Values from the calculation:
* charge: -1
* structure (SMILES): N#C[P@@](=O)([O-])O[N+](=O)[O-]
* relative energy (zero: lowest compared OMol25 entry of this formula, charge and spin): 0.00 kcal per mole
* strongest force on any atom: 3.0 eV/A
* HOMO level: -7.0 eV
* Kohn-Sham gap: 0.4073 hartree
* E_LUMO: 4.064 eV


# CN6O3

The molecule CN6O3 in a non-equilibrium geometry (ωB97M-V/def2-TZVPD, the OMol25 dataset).

Geometry as XYZ:
```
10
Properties=species:S:1:pos:R:3:nbo_charge:R:1
C 0.542 0.680 -0.588 0.340
N -0.393 0.904 -1.375 -0.083
N -1.603 0.807 -1.341 -0.035
N -2.025 0.115 -0.285 -0.104
N -0.798 -0.961 1.390 0.393
N -1.166 -0.195 0.559 0.025
N 1.711 0.123 -0.315 0.430
O -0.519 -1.156 2.514 -0.243
O 1.676 -0.632 0.613 -0.357
O 2.574 0.316 -1.173 -0.365
```

Values from the calculation:
* charge: 0
* relative energy (zero: lowest compared OMol25 entry of this formula, charge and spin): 91.80 kcal per mole
* strongest force on any atom: 3.9 eV/A
* HOMO level (spin up / spin down): -9.3 / -9.3 eV
* Kohn-Sham gap (spin up / spin down): 0.2744 / 0.2744 hartree
* E_LUMO (spin up / spin down): -1.834 / -1.834 eV


# CNO2S2

A cluster of 2 separate species, CNO2S2 in total in a non-equilibrium geometry (ωB97M-V/def2-TZVPD, the OMol25 dataset).

Geometry as XYZ:
```
6
Properties=species:S:1:pos:R:3:nbo_charge:R:1
C 1.102 -1.753 -1.010 0.598
N 2.000 -2.552 -1.044 -0.782
O -1.303 0.671 1.679 -0.816
O 0.223 -0.896 -1.005 -0.801
S -1.390 3.163 0.786 -0.384
S -0.632 1.367 0.593 1.186
```

Values from the calculation:
* charge: -1
* relative energy (zero: lowest compared OMol25 entry of this formula, charge and spin): 34.00 kcal per mole
* strongest force on any atom: 3.0 eV/A
* HOMO level: -4.0 eV
* Kohn-Sham gap: 0.1835 hartree
* E_LUMO: 1.022 eV


# CNO4S

A cluster of 2 separate species, CNO4S in total in a non-equilibrium geometry (ωB97M-V/def2-TZVPD, the OMol25 dataset).

Geometry as XYZ:
```
7
Properties=species:S:1:pos:R:3:nbo_charge:R:1
C 0.478 -0.823 1.437 1.072
N -0.660 -0.806 -0.884 -1.140
O -0.593 -0.644 1.844 -0.548
O 1.561 -1.128 1.151 -0.551
O -0.981 1.373 -2.122 -0.981
O 0.603 1.419 -0.332 -0.998
S -0.407 0.610 -1.094 2.146
```

Values from the calculation:
* charge: -1
* relative energy (zero: lowest compared OMol25 entry of this formula, charge and spin): 14.09 kcal per mole
* strongest force on any atom: 4.2 eV/A
* HOMO level: -4.3 eV
* Kohn-Sham gap: 0.2989 hartree
* E_LUMO: 3.808 eV


# CNO4S

The ion CNO4S with charge -1 in a non-equilibrium geometry (ωB97M-V/def2-TZVPD, the OMol25 dataset).

Geometry as XYZ:
```
7
Properties=species:S:1:pos:R:3:nbo_charge:R:1
O 0.196 0.331 -2.293 -0.456
N -0.385 0.195 -1.240 0.735
O -1.502 -0.248 -1.128 -0.444
O 0.250 0.595 -0.179 -0.483
C 0.408 -0.262 1.294 0.503
O 0.191 -1.412 1.136 -0.574
S 0.843 0.801 2.409 -0.282
```

Values from the calculation:
* charge: -1
* structure (SMILES): O=[N+]([O-])OC([O-])=S
* relative energy (zero: lowest compared OMol25 entry of this formula, charge and spin): 67.38 kcal per mole
* strongest force on any atom: 2.0 eV/A
* HOMO level: -4.9 eV
* Kohn-Sham gap: 0.3105 hartree
* E_LUMO: 3.557 eV


# CNO4S

A structure of composition CNO4S in a non-equilibrium geometry (ωB97M-V/def2-TZVPD, the OMol25 dataset).

Geometry as XYZ:
```
7
Properties=species:S:1:pos:R:3:nbo_charge:R:1
C -0.588 -0.425 -1.923 0.981
N 0.685 0.339 1.809 0.542
O -0.417 -1.611 -1.902 -0.615
O -0.737 0.605 -2.438 -0.586
O 1.565 -0.386 1.498 -0.380
O 0.468 1.157 2.630 -0.381
S -0.975 0.321 0.325 -0.560
```

Values from the calculation:
* charge: -1
* relative energy (zero: lowest compared OMol25 entry of this formula, charge and spin): 69.66 kcal per mole
* strongest force on any atom: 7.1 eV/A
* HOMO level: -4.1 eV
* Kohn-Sham gap: 0.2837 hartree
* E_LUMO: 3.602 eV


# CO3S

A cluster of 2 separate species, CO3S in total in a non-equilibrium geometry (ωB97M-V/def2-TZVPD, the OMol25 dataset).

Geometry as XYZ:
```
5
Properties=species:S:1:pos:R:3:nbo_charge:R:1
C 1.181 -0.331 0.531 0.470
O 1.920 -0.056 -0.257 -0.460
O -1.942 -0.919 -0.373 -0.814
O -0.959 1.351 -0.342 -0.827
S -1.493 0.251 0.430 1.630
```

Values from the calculation:
* charge: 0
* relative energy (zero: lowest compared OMol25 entry of this formula, charge and spin): 0.00 kcal per mole
* strongest force on any atom: 3.6 eV/A
* HOMO level: -11.9 eV
* Kohn-Sham gap: 0.3859 hartree
* E_LUMO: -1.400 eV